Entry 1:
This record from OMol25 describes a cluster of 2 separate species, C4H9NO2 in total at a distorted geometry. The level of theory is the ωB97M-V functional and the def2-TZVPD basis.

Its HOMO-LUMO gap is 10.43 eV. The structure (SMILES) is CCC=O.NC=O. Its HOMO energy is -9.59 eV.

The geometry in ORCA input format:
```
! RIJCOSX wB97M-V def2-TZVPD def2/J DEFGRID3
* xyz 0 1
C -2.3091 -0.5467 -0.1082
C -0.7505 -0.6157 -0.1150
C -0.5708 0.6421 -0.8905
O -0.1959 1.7145 -0.4609
H -2.6519 -0.3841 0.9112
H -2.6968 -1.4650 -0.5334
H -2.7411 0.2779 -0.7056
H -0.3343 -0.5967 0.9006
H -0.3604 -1.5071 -0.6292
H -0.9525 0.5514 -1.9219
N 2.5477 0.7933 0.9469
C 2.0482 -0.1537 0.1228
O 2.5434 -1.2641 -0.0202
H 3.3697 0.5998 1.4802
H 1.8145 1.3613 1.3385
H 1.2399 0.5928 -0.3154
*
```

---

Entry 2:
This record from OMol25 describes a structure of composition C21H28N3SiTi. The level of theory is the ωB97M-V functional and the def2-TZVPD basis.

Its HOMO-LUMO gap (alpha / beta) is 6.50 / 6.93 eV. Its HOMO energy (alpha / beta) is -9.52 / -9.97 eV.

The geometry in ORCA input format:
```
! RIJCOSX wB97M-V def2-TZVPD def2/J DEFGRID3
* xyz 1 1
Ti -0.0929 0.2230 -0.1105
C -2.2410 2.1479 -2.1692
C -2.0652 1.3457 -0.9151
C -2.3154 -0.0170 -0.8889
C -2.1972 -0.7636 0.3366
C -1.8862 -0.0986 1.5202
C -1.4755 1.2283 1.4903
C -1.5019 1.9311 0.2401
H -3.1080 2.8023 -2.0642
H -2.4044 1.5078 -3.0351
H -1.3740 2.7830 -2.3541
H -2.6547 -0.5194 -1.7832
H -2.4328 -1.8157 0.3490
H -1.8573 -0.6527 2.4488
H -1.1889 1.7392 2.3966
H -1.1815 2.9608 0.2054
N 0.9455 -3.0468 -0.0448
C 1.3260 -2.3635 1.1048
C 1.9543 -3.1098 2.1071
C 2.3527 -2.4815 3.2593
C 2.1276 -1.1128 3.4035
C 1.4953 -0.4549 2.3830
N 1.0736 -1.0592 1.2414
C 0.7718 -2.5883 -1.3422
C 0.9738 -3.5033 -2.3832
C 0.8051 -3.0902 -3.6798
C 0.4457 -1.7672 -3.9368
C 0.2568 -0.9367 -2.8657
N 0.3899 -1.3308 -1.5726
H 1.1760 -4.0264 -0.0073
H 2.1335 -4.1667 1.9598
H 2.8465 -3.0450 4.0400
H 2.4366 -0.5759 4.2879
H 1.2963 0.6037 2.4420
H 1.2735 -4.5182 -2.1567
H 0.9651 -3.7845 -4.4942
H 0.3210 -1.3979 -4.9440
H -0.0222 0.0977 -3.0048
C 3.1350 1.3343 -2.9549
Si 3.1704 1.2527 -1.0860
C 3.7934 -0.4526 -0.5963
C 4.4204 2.4933 -0.4666
C 1.4692 1.6335 -0.4144
H 4.1109 1.0659 -3.3670
H 2.9056 2.3482 -3.2933
H 2.3986 0.6582 -3.3938
H 4.8415 -0.5602 -0.8869
H 3.2364 -1.2532 -1.0925
H 3.7440 -0.6194 0.4826
H 5.4060 2.3254 -0.9067
H 4.5267 2.4331 0.6198
H 4.1128 3.5127 -0.7117
H 1.1076 2.5006 -0.9838
H 1.5993 2.0070 0.6162
*
```

---

Entry 3:
This record from OMol25 describes the molecule H3N3O3 at a distorted geometry. The level of theory is the ωB97M-V functional and the def2-TZVPD basis.

Its HOMO-LUMO gap is 9.93 eV. The structure (SMILES) is N/N=[N+](/[O-])OO. Its HOMO energy is -9.41 eV.

The geometry in ORCA input format:
```
! RIJCOSX wB97M-V def2-TZVPD def2/J DEFGRID3
* xyz 0 1
N -0.1538 1.2447 1.3005
N 0.4077 1.1437 0.0666
N 0.1011 0.1659 -0.7068
O 0.4416 0.0272 -1.8673
O -0.5708 -0.9548 -0.0621
O -0.5431 -2.1259 -0.8295
H -0.0514 0.3279 1.9410
H 0.5200 1.9056 1.8550
H -0.1513 -1.7342 -1.6974
*
```

---

Entry 4:
This record from OMol25 describes the molecule C4H6N2S at a distorted geometry. The level of theory is the ωB97M-V functional and the def2-TZVPD basis.

Its HOMO-LUMO gap is 8.44 eV. The structure (SMILES) is Cn1cc[nH]c1=S. Its HOMO energy is -7.64 eV.

The geometry in ORCA input format:
```
! RIJCOSX wB97M-V def2-TZVPD def2/J DEFGRID3
* xyz 0 1
C 0.8815 -0.1330 1.6615
N 0.1757 -0.0776 0.3826
C -0.3804 1.0979 -0.0843
C -0.8536 0.9420 -1.3504
N -0.6121 -0.4086 -1.7302
C 0.0484 -1.0766 -0.4889
S 0.6715 -2.6121 -0.3861
H 0.7229 0.9012 2.1499
H 0.4125 -1.0549 2.0951
H 2.0187 -0.1658 1.3350
H -0.3385 1.8831 0.6467
H -1.5681 1.5515 -1.8900
H -1.1786 -0.8470 -2.3410
*
```

---

Total energy
In order: -9877.32956, -57691.15844, -10653.58244, -18059.56666
Unit: eV